No. 1
{"formula": "C27H33ClN2O5Tb", "method": "the ωB97M-V functional and the def2-TZVPD basis", "spin_multiplicity": 7, "e_lumo_ev": [2.6, 2.6], "e_homo_ev": [-0.26, -3.65], "charge": -1, "largest_force_ev_per_a": 6.035, "gap_ev": [2.849, 6.196], "s2": 12.054, "symbols": ["Tb", "Cl", "O", "O", "O", "O", "O", "N", "N", "C", "C", "C", "C", "C", "C", "C", "C", "C", "C", "C", "C", "C", "C", "C", "C", "C", "C", "C", "C", "C", "C", "C", "C", "C", "C", "C", "H", "H", "H", "H", "H", "H", "H", "H", "H", "H", "H", "H", "H", "H", "H", "H", "H", "H", "H", "H", "H", "H", "H", "H", "H", "H", "H", "H", "H", "H", "H", "H", "H"], "xyz": [[-0.2910, -0.1544, 0.3449], [-1.1930, -0.1141, 2.7059], [-0.6279, 4.0071, -0.9413], [-0.7100, -4.3082, -0.8861], [1.8851, -0.1738, 0.1018], [4.0258, -0.0035, -0.3936], [4.4010, 2.2305, 1.2324], [-0.8801, 2.0553, 0.1678], [-0.9463, -2.3360, 0.1899], [4.0732, 0.8241, 4.5463], [-2.3654, 2.4150, -1.6895], [-0.0545, -3.1749, 1.0709], [4.4028, 1.7062, 3.5350], [-2.2932, -1.3395, -2.3989], [1.2566, 2.1688, 1.5130], [-1.2946, 2.8411, -0.7930], [-1.3537, -3.1253, -0.7691], [-2.3840, -2.6899, -1.7072], [-2.2914, 1.0730, -2.3941], [-0.8367, -3.5952, 2.2911], [3.4854, 0.1461, 1.9070], [-2.3724, -0.1347, -1.4872], [-2.6384, 2.3622, -4.6252], [3.5368, -0.4196, 4.2215], [0.0330, 2.8879, 1.0361], [3.1530, -0.1518, 0.4649], [-2.4973, -0.1255, -4.5823], [-2.4260, -1.3189, -3.8373], [0.4621, 4.0269, 0.0676], [1.1837, -2.4884, 1.5554], [4.1154, 1.3729, 2.2261], [3.2823, -0.7744, 2.9199], [-0.7099, 3.3488, 2.2547], [-2.6465, -2.6110, -4.6427], [-2.4232, 1.0633, -3.8300], [0.3546, -4.3471, 0.1427], [-1.8124, 3.0807, -4.4682], [-2.7167, 2.1614, -5.7158], [-1.5978, 3.9033, 1.9098], [4.8532, 2.6873, 3.6203], [1.2985, -4.1022, -0.3978], [-3.3037, -2.6160, -1.1147], [1.7581, -2.1343, 0.7078], [1.0163, 1.3060, 2.1710], [-2.8271, -0.1253, -0.4364], [-2.5243, -3.5215, -2.4197], [1.7451, 1.8274, 0.6110], [2.0104, 2.7924, 2.0672], [1.3816, 3.7419, -0.4969], [-3.2583, 2.3295, -1.0596], [0.4296, -5.3592, 0.6107], [-3.5765, 2.8701, -4.3230], [-1.8204, -3.3315, -4.4953], [-2.5421, 3.2552, -2.3867], [3.3247, -1.1047, 5.0309], [2.9838, -1.7692, 2.6892], [-1.1485, -2.6731, 2.8080], [-2.7291, -2.4023, -5.7317], [4.2875, 1.1631, 5.5356], [4.2919, 1.8333, 0.3317], [-2.6910, -0.1209, -5.6952], [-1.7343, -4.1281, 1.9393], [1.8720, -3.1722, 2.1181], [-1.0255, 2.4362, 2.7880], [0.5887, 5.0447, 0.5088], [0.9183, -1.6362, 2.2121], [-0.0553, 3.9683, 2.9190], [-0.2286, -4.2269, 2.9852], [-3.5836, -3.1206, -4.3406]], "forces_ev_per_angstrom": [[0.3, 0.2, -1.4], [-0.8, 0.0, 1.6], [-0.3, 0.3, 0.4], [-0.3, -0.3, 0.3], [2.9, -0.9, 0.7], [0.6, -0.5, 0.5], [0.4, 0.9, -0.7], [-0.3, 3.3, -0.1], [-0.2, -3.4, -0.1], [0.1, 0.2, -0.7], [-1.5, 0.9, -1.1], [0.4, -0.9, -0.1], [-0.1, 0.3, -0.9], [0.0, 0.9, 3.3], [1.0, -0.3, 0.3], [2.2, -1.5, 1.6], [2.2, 1.5, 1.5], [-1.5, -0.8, -1.1], [0.0, -0.9, 3.3], [-0.7, -0.4, 0.3], [0.5, -0.5, 0.2], [-0.2, 0.0, -6.0], [0.1, -0.3, 0.4], [0.3, 0.2, 1.4], [0.6, 0.9, -0.2], [-1.6, 2.1, -2.0], [-0.1, 0.1, 2.1], [-0.1, -0.3, -2.3], [-0.4, -0.6, -0.7], [0.8, 0.1, 0.4], [-0.7, -1.5, -1.3], [0.3, 0.7, -0.1], [-0.7, 0.4, 0.4], [0.1, 0.2, 0.5], [0.0, 0.2, -2.4], [-0.5, 0.6, -0.7], [-0.2, 0.0, -0.1], [0.1, 0.0, 0.7], [0.1, 0.0, 0.5], [0.1, 0.0, 0.6], [-0.6, -0.3, 0.4], [-0.2, -0.5, 0.3], [0.1, 0.0, 0.1], [0.1, 0.6, -0.3], [0.9, 0.0, -1.5], [-0.1, 0.5, 0.2], [0.4, -0.2, 0.2], [-1.1, -0.2, -0.5], [-0.5, 0.3, 0.5], [-0.1, 0.5, 0.3], [-0.4, 0.9, -0.4], [0.3, 0.0, -0.1], [-0.2, 0.0, -0.1], [0.0, -0.5, 0.2], [0.0, -0.2, 0.0], [-0.2, -0.2, 0.0], [0.0, -0.5, -0.1], [0.1, 0.0, 0.7], [-0.1, -0.3, 0.7], [0.1, -0.2, 1.0], [0.3, 0.0, 1.4], [0.2, 0.0, 0.5], [-1.0, 0.2, -0.3], [0.0, 0.5, 0.0], [-0.4, -0.8, -0.4], [0.3, -0.5, -0.2], [-0.6, -0.4, -0.6], [-0.5, 0.4, -0.6], [0.3, 0.0, -0.1]], "lowdin_charge": [1.1309, -0.0421, 0.0150, 0.0160, -0.2978, 0.0420, 0.0465, -0.0150, -0.0168, -0.0812, -0.1093, -0.5666, -0.0252, -0.1944, -0.1040, -0.3251, -0.3246, -0.1081, -0.1964, -0.0516, -0.0753, -0.0743, -0.1121, -0.0846, -0.5657, -0.5486, -0.0584, -0.2794, -0.0305, -0.1305, -0.3112, -0.0373, -0.0532, -0.1136, -0.2790, -0.0393, 0.0610, 0.0643, 0.0929, 0.1178, 0.1379, 0.1283, 0.0634, 0.0509, 0.1137, 0.1071, 0.0584, 0.1213, 0.1383, 0.1274, 0.1398, 0.0646, 0.0600, 0.1086, 0.0980, 0.0730, 0.0202, 0.0643, 0.0911, 0.1143, 0.1143, 0.0931, 0.1148, 0.0206, 0.1395, 0.0345, 0.1025, 0.1001, 0.0646]}

No. 2
{"formula": "C27H33GeN2OSbW", "method": "the ωB97M-V functional and the def2-TZVPD basis", "spin_multiplicity": 1, "e_lumo_ev": -14.3, "e_homo_ev": -20.20, "de_lowest_ev": 0.008, "charge": 4, "largest_force_ev_per_a": 0.305, "gap_ev": 5.923, "symbols": ["W", "Sb", "Ge", "O", "N", "N", "C", "C", "C", "C", "C", "C", "C", "C", "C", "C", "C", "C", "C", "C", "C", "C", "C", "C", "C", "C", "C", "C", "C", "C", "C", "C", "C", "H", "H", "H", "H", "H", "H", "H", "H", "H", "H", "H", "H", "H", "H", "H", "H", "H", "H", "H", "H", "H", "H", "H", "H", "H", "H", "H", "H", "H", "H", "H", "H", "H"], "xyz": [[-0.7545, 0.5315, 0.4426], [1.9930, 0.6721, -0.3248], [-2.5189, -1.3482, 0.8252], [-1.7547, 1.9555, -0.0130], [-0.9946, -0.1200, -1.5241], [-1.4402, -0.0083, -3.6541], [0.1865, 1.7170, 3.9103], [-2.4131, -3.1824, 1.0299], [-3.6546, -3.8514, 1.1365], [-1.2031, -3.9118, 1.0671], [-2.8762, 4.6837, -2.1466], [-2.5739, 3.9585, -1.0039], [-1.8278, 2.0938, -2.4108], [-1.4017, 0.7111, -2.5265], [-1.2372, -5.2776, 1.2117], [3.1689, 1.4645, 1.2699], [-0.0281, -0.6190, 4.5711], [-0.6964, 0.0474, 2.3654], [2.0733, 1.9362, -2.0559], [-0.5454, -0.9584, 3.3405], [-2.4739, -5.9307, 1.3181], [4.2482, -1.0440, -1.2928], [3.3675, 2.7501, -2.0631], [-0.3466, 1.4023, 2.6641], [2.8089, -1.2467, -0.8143], [-0.8067, -1.3888, -2.0878], [-3.6716, -5.2262, 1.2826], [-2.0490, 2.6927, -1.1614], [-2.6505, 4.1377, -3.4094], [-1.0733, -1.3101, -3.4079], [-2.1413, 2.8589, -3.5416], [0.3284, 0.7114, 4.8554], [3.3540, 0.4409, 2.3827], [-1.0442, -2.0576, -4.1846], [3.4204, 3.4455, -1.2258], [-0.2450, -3.4047, 0.9955], [1.9991, 1.2586, -2.9084], [2.6854, 2.3821, 1.6049], [-2.8814, 4.7146, -4.2949], [4.6804, -2.0212, -1.5130], [4.8785, -0.5771, -0.5352], [-1.7577, 0.3356, -4.5519], [-4.6144, -5.7495, 1.3698], [4.1120, 1.7456, 0.7967], [3.8967, -0.4411, 2.0428], [2.4006, 0.1152, 2.8078], [-1.9804, 2.4688, -4.5388], [3.3994, 3.3415, -2.9790], [-0.3216, -5.8522, 1.2451], [4.2563, 2.1195, -2.0545], [-3.9104, -0.7120, 0.8249], [-3.2908, 5.6789, -2.0525], [4.2984, -0.4548, -2.2086], [0.7085, 0.9600, 5.8397], [-0.7933, -1.9904, 3.1230], [1.1900, 2.5765, -2.0436], [-2.7463, 4.3627, -0.0152], [2.1761, -1.6839, -1.5860], [-0.4883, -2.2394, -1.5079], [2.7518, -1.8573, 0.0867], [3.9409, 0.8864, 3.1866], [0.1114, -1.3815, 5.3275], [-0.5641, 2.2599, 2.0134], [-2.4931, -7.0077, 1.4316], [0.4209, 2.7439, 4.1594], [-4.5912, -3.3064, 1.1094]], "forces_ev_per_angstrom": [[0.3, 0.0, -0.1], [0.0, 0.0, 0.0], [-0.1, 0.0, -0.1], [-0.2, 0.1, 0.1], [0.0, -0.1, 0.0], [0.0, 0.0, 0.0], [0.0, 0.1, 0.0], [0.0, -0.1, 0.0], [0.0, 0.0, 0.0], [0.1, 0.1, 0.0], [0.0, 0.0, 0.0], [0.0, 0.0, 0.0], [0.0, 0.0, 0.0], [0.0, 0.0, 0.0], [-0.1, 0.0, 0.0], [0.0, 0.0, 0.0], [0.0, 0.0, 0.0], [0.0, 0.0, 0.2], [0.0, 0.0, 0.0], [0.0, 0.0, 0.0], [0.1, 0.0, 0.0], [0.0, 0.0, 0.0], [0.0, 0.0, 0.0], [0.0, -0.1, -0.1], [0.0, 0.0, 0.0], [0.0, 0.0, 0.0], [0.0, 0.0, 0.0], [0.0, 0.0, 0.0], [0.0, 0.0, 0.0], [0.0, 0.0, 0.0], [0.0, 0.0, 0.0], [0.0, 0.0, 0.0], [0.0, 0.0, 0.0], [0.0, 0.0, 0.0], [0.0, 0.0, 0.0], [0.0, 0.0, 0.0], [0.0, 0.0, 0.0], [0.0, 0.0, 0.0], [0.0, 0.0, 0.0], [0.0, 0.0, 0.0], [0.0, 0.0, 0.0], [0.0, 0.0, 0.0], [0.0, 0.0, 0.0], [0.0, 0.0, 0.0], [0.0, 0.0, 0.0], [0.0, 0.0, 0.0], [0.0, 0.0, 0.0], [0.0, 0.0, 0.0], [0.0, 0.0, 0.0], [0.0, 0.0, 0.0], [0.0, 0.0, 0.0], [0.0, 0.0, 0.0], [0.0, 0.0, 0.0], [0.0, 0.0, 0.0], [0.0, 0.0, 0.0], [0.0, 0.0, 0.0], [0.0, 0.0, 0.0], [0.0, 0.0, 0.0], [0.0, 0.0, 0.0], [0.0, 0.0, 0.0], [0.0, 0.0, 0.0], [0.0, 0.0, 0.0], [0.0, 0.0, 0.0], [0.0, 0.0, 0.0], [0.0, 0.0, 0.0], [0.0, 0.0, 0.0]], "lowdin_charge": [1.3517, 1.5134, 1.1730, -0.2321, -0.1687, 0.1804, 0.0001, -0.4435, -0.0816, -0.1292, 0.0261, 0.0449, -0.0918, -0.2211, -0.0198, -0.3665, 0.0269, -0.4106, -0.3739, -0.0558, 0.0323, -0.1343, -0.1400, -0.1528, -0.3703, -0.1171, -0.0055, -0.2308, 0.0142, 0.0215, 0.0257, 0.0502, -0.1473, 0.1593, 0.0843, 0.0974, 0.0704, 0.0647, 0.1433, 0.1056, 0.0819, 0.1901, 0.1400, 0.0768, 0.0803, 0.0441, 0.1315, 0.1033, 0.1326, 0.0786, -0.0143, 0.1453, 0.0796, 0.1526, 0.1000, 0.0467, 0.1457, 0.0488, 0.1106, 0.0610, 0.1053, 0.1488, 0.1149, 0.1427, 0.1470, 0.1134]}

No. 3
{"formula": "C27H33N6O", "method": "the ωB97M-V functional and the def2-TZVPD basis", "spin_multiplicity": 1, "e_lumo_ev": -3.2, "e_homo_ev": -11.19, "de_lowest_ev": 1.615, "charge": 1, "largest_force_ev_per_a": 1.333, "gap_ev": 7.957, "symbols": ["O", "N", "N", "N", "N", "N", "N", "C", "C", "C", "C", "C", "C", "C", "C", "C", "C", "C", "C", "C", "C", "C", "C", "C", "C", "C", "C", "C", "C", "C", "C", "C", "C", "C", "H", "H", "H", "H", "H", "H", "H", "H", "H", "H", "H", "H", "H", "H", "H", "H", "H", "H", "H", "H", "H", "H", "H", "H", "H", "H", "H", "H", "H", "H", "H", "H", "H"], "xyz": [[-0.5169, 2.3784, -1.0522], [-6.1256, 1.1614, 4.9409], [7.0402, -4.5634, -4.8524], [2.9082, -0.4535, -2.8941], [3.7440, 1.6159, -2.0863], [-2.8215, 2.3580, 2.3299], [1.4923, 1.2480, -2.0603], [-8.0981, 1.3215, 6.2911], [5.6773, -4.1892, -2.4536], [-2.5384, -0.3409, -2.3504], [-6.9006, 1.8194, 5.8012], [-0.4958, 2.5631, 2.8685], [-7.7219, -0.6246, 4.9672], [-3.8328, -0.8205, -2.3642], [2.6928, 0.8171, -2.3519], [5.4149, -3.3843, -3.5516], [-4.8266, -0.1332, -1.6748], [-1.5500, 2.5319, 1.9686], [-4.5191, 1.0178, -0.9617], [-6.5407, -0.0386, 4.5401], [7.2834, -5.3286, -3.7915], [-8.5166, 0.0722, 5.8632], [6.1203, -3.6128, -4.7236], [-2.0926, 2.2285, 4.6064], [4.8806, -0.1101, -0.0350], [5.5647, -0.0218, -1.4093], [0.2576, 0.5298, -2.2821], [-0.7756, 2.4080, 4.2177], [-3.0796, 2.2095, 3.6300], [-3.2277, 1.5022, -0.9530], [-2.2223, 0.8265, -1.6499], [5.1234, 1.1331, -2.3219], [6.6319, -5.1846, -2.5741], [-0.8501, 1.3469, -1.6067], [-5.8402, -0.5094, -1.6997], [5.7747, 1.9910, -2.1786], [0.0366, 0.4453, -3.3484], [3.8598, 0.2645, -0.0224], [3.6064, 2.5548, -2.4425], [2.6382, -1.2017, -2.2657], [4.6788, -2.5914, -3.5058], [-1.3777, 2.6521, 0.9038], [5.4681, 0.3840, 0.7347], [4.8303, -1.1581, 0.2628], [0.0189, 2.4293, 4.9527], [-5.8899, -0.5539, 3.8415], [8.0386, -6.0944, -3.9253], [-9.4457, -0.3510, 6.2218], [6.6356, 0.0885, -1.2500], [-4.0553, -1.7271, -2.9081], [-5.2957, 1.5285, -0.4117], [5.9422, -3.0059, -5.6052], [-8.6854, 1.9006, 6.9899], [-2.3578, 2.1049, 5.6473], [5.2226, 0.8189, -3.3606], [6.8696, -5.8375, -1.7460], [-4.1208, 2.0666, 3.8991], [2.4689, -0.5592, -3.8008], [-8.0091, -1.6025, 4.6063], [5.4190, -0.9590, -1.9405], [0.2833, -0.4757, -1.8640], [-6.5415, 2.7947, 6.1107], [1.3833, 2.1679, -1.6356], [0.5182, 2.7099, 2.5200], [-1.7942, -0.9065, -2.8971], [5.1484, -4.0455, -1.5192], [-3.0069, 2.3943, -0.3874]], "forces_ev_per_angstrom": [[-0.1, -0.2, -0.3], [0.0, 0.0, 0.0], [0.0, 0.0, 0.0], [0.2, 0.0, 0.4], [0.1, -0.3, -1.3], [0.0, 0.0, 0.0], [0.4, -0.2, -0.3], [0.0, 0.0, 0.0], [0.0, 0.0, 0.0], [0.1, -0.1, 0.0], [0.0, 0.0, 0.0], [0.0, 0.0, 0.0], [0.0, 0.0, 0.0], [0.0, 0.1, 0.1], [0.1, 0.3, 0.3], [0.0, 0.0, 0.0], [0.1, -0.1, -0.1], [-0.1, 0.0, 0.0], [-0.2, -0.2, -0.1], [0.1, 0.0, 0.0], [0.0, 0.0, 0.0], [0.0, 0.0, 0.0], [0.0, 0.0, 0.0], [0.0, 0.0, 0.0], [0.3, -0.4, -0.1], [-0.3, 0.0, 0.2], [-0.3, 0.1, -0.2], [0.0, 0.0, 0.0], [-0.1, 0.0, -0.1], [0.1, 0.1, 0.0], [-0.1, 0.0, 0.0], [0.2, -0.2, 0.0], [0.0, 0.0, 0.0], [0.0, 0.2, 0.2], [0.0, 0.0, 0.1], [-0.1, 0.2, 0.1], [0.0, 0.0, 0.0], [0.0, 0.2, 0.1], [-0.1, 0.3, 0.7], [-0.1, -0.1, -0.1], [0.0, 0.0, 0.0], [0.1, 0.1, 0.2], [-0.2, 0.3, 0.0], [0.0, 0.0, 0.0], [0.0, 0.0, 0.0], [0.0, 0.0, 0.0], [0.0, 0.0, 0.0], [0.0, 0.0, 0.0], [0.1, -0.1, -0.1], [-0.1, 0.0, 0.0], [0.0, 0.1, 0.0], [0.0, 0.0, 0.0], [0.0, 0.0, 0.0], [0.0, 0.0, 0.0], [0.0, 0.0, 0.0], [0.0, 0.0, 0.0], [0.0, 0.0, 0.1], [-0.1, -0.1, 0.0], [0.0, 0.0, 0.0], [0.0, 0.0, -0.1], [0.1, 0.0, 0.1], [0.0, 0.0, 0.0], [-0.3, 0.0, 0.2], [0.0, 0.0, 0.0], [0.1, 0.1, 0.0], [0.0, 0.0, 0.0], [0.1, 0.0, 0.0]], "lowdin_charge": [0.0749, 0.0430, 0.0623, 0.1695, 0.0851, 0.0580, 0.1290, -0.0682, -0.0877, -0.0342, -0.1486, -0.0746, -0.0718, -0.0612, -0.3495, -0.0960, -0.0462, -0.1585, -0.0409, -0.1545, -0.1406, -0.0750, -0.1555, -0.0629, -0.0840, -0.2205, -0.0756, -0.0802, -0.1381, 0.0007, -0.1535, -0.1578, -0.0659, -0.3007, 0.1136, 0.1240, 0.1430, 0.0543, 0.1638, 0.1210, 0.0679, 0.0618, 0.0782, 0.0724, 0.1054, 0.1029, 0.1087, 0.1076, 0.1138, 0.1110, 0.1175, 0.1031, 0.1036, 0.1043, 0.1182, 0.1048, 0.0743, 0.1256, 0.1017, 0.0657, 0.1398, 0.1054, 0.1592, 0.0960, 0.1074, 0.1007, 0.1029]}

Which formula does entry 1 have? C27H33ClN2O5Tb